16
Properties=species:S:1:pos:R:3:nbo_charge:R:1 method="wB97M-V/def2-TZVPD" homo_lumo_gap_ev=9.172 smiles="O=C1CC2=C([NH2+]CO2)C1=O" charge=+1 homo_energy_ev=-13.8
O -1.30 -0.16 -3.24 -0.3862
C -0.90 -0.15 -2.11 0.5060
C -1.76 -0.29 -0.75 -0.5689
C -0.69 -0.15 0.23 0.3911
C 0.57 -0.26 -0.17 -0.1472
N 1.47 0.13 0.98 -0.5487
C 0.47 0.29 2.05 0.0601
O -0.83 0.08 1.53 -0.4081
C 0.67 -0.02 -1.81 0.5021
O 1.59 0.05 -2.59 -0.4072
H -2.35 -1.19 -1.02 0.3124
H -2.37 0.61 -0.49 0.2790
H 2.00 -0.68 1.32 0.4675
H 2.00 1.04 0.62 0.4848
H 0.72 -0.49 2.82 0.2199
H 0.70 1.22 2.64 0.2433